Formula: C45H39Cl5N8O5TeTl
Source: OMol25
Level of theory: ωB97M-V with the def2-TZVPD basis set

The geometry in ORCA input format:
```
! wB97M-V def2-TZVPD RIJCOSX def2/J DEFGRID3
* xyz 0 2
Tl -0.082 0.254 2.318
Cl 3.244 -0.697 3.565
C 2.371 0.434 4.543
C 1.129 0.922 4.145
C 0.556 1.899 4.968
Cl -0.918 2.672 4.518
C 1.151 2.313 6.163
Cl 0.391 3.487 7.163
C 2.369 1.766 6.550
Cl 3.098 2.241 8.031
C 2.995 0.841 5.725
Cl 4.526 0.202 6.179
C 1.922 4.400 -1.139
C 0.644 4.179 -1.631
C -0.276 3.436 -0.903
C 0.083 2.899 0.339
C 1.358 3.157 0.845
C 2.269 3.892 0.109
N -0.793 2.124 1.123
N -2.012 2.029 0.644
C -2.903 1.368 1.444
C -4.232 1.255 0.993
C -5.157 0.641 1.796
C -4.768 0.172 3.057
C -3.447 0.305 3.417
N -2.519 0.860 2.626
H 2.643 4.964 -1.718
H 0.353 4.592 -2.591
H -1.285 3.290 -1.264
H 1.631 2.755 1.814
H 3.260 4.070 0.509
H -4.485 1.664 0.023
H -6.182 0.528 1.464
H -5.475 -0.288 3.735
H -3.105 -0.038 4.388
O -3.989 -4.652 2.140
C -3.576 -4.496 3.382
O -3.935 -5.212 4.286
C -2.618 -3.381 3.652
C -2.076 -3.189 4.899
N -1.247 -2.133 4.806
N -1.212 -1.631 3.570
C -2.028 -2.372 2.850
C -2.172 -2.054 1.387
O -2.952 -2.744 0.713
O -1.454 -1.117 0.915
H -3.637 -3.921 1.550
H -2.241 -3.738 5.812
H -0.681 -1.720 5.527
N 0.533 -3.402 1.582
N 1.123 -2.143 1.897
H 1.228 -4.025 1.191
H -0.153 -3.243 0.855
H 1.741 -1.796 1.171
H 1.667 -2.256 2.737
C -1.533 2.019 -7.566
C -1.192 1.570 -6.170
C -0.024 0.870 -5.901
C 0.318 0.436 -4.624
C 1.596 -0.359 -4.496
C -0.557 0.744 -3.567
Te -0.196 0.264 -1.529
N 1.727 0.645 -1.534
C 2.330 0.549 -0.378
O 1.856 0.326 0.785
C 3.828 0.685 -0.480
C 4.643 -0.111 0.313
C 6.024 -0.071 0.164
C 6.595 0.785 -0.767
C 5.783 1.597 -1.551
C 4.404 1.539 -1.417
C -0.005 -1.837 -1.751
C 1.226 -2.437 -1.524
C 1.352 -3.815 -1.615
C 0.240 -4.585 -1.926
C -0.989 -3.978 -2.141
C -1.142 -2.596 -2.049
C -2.495 -1.967 -2.275
C -1.757 1.437 -3.813
C -2.801 1.772 -2.762
C -2.051 1.832 -5.114
H -0.749 1.748 -8.273
H -1.668 3.102 -7.601
H -2.468 1.562 -7.899
H 0.653 0.637 -6.717
H 1.878 -0.752 -5.472
H 1.488 -1.192 -3.807
H 2.408 0.262 -4.120
H 4.190 -0.768 1.042
H 6.652 -0.710 0.772
H 7.672 0.820 -0.882
H 6.228 2.269 -2.274
H 3.757 2.156 -2.028
H 2.097 -1.827 -1.310
H 2.316 -4.280 -1.448
H 0.330 -5.662 -1.999
H -1.856 -4.586 -2.376
H -3.291 -2.690 -2.109
H -2.576 -1.584 -3.297
H -2.667 -1.143 -1.579
H -2.438 1.724 -1.737
H -3.651 1.090 -2.846
H -3.180 2.782 -2.924
H -2.982 2.360 -5.300
*
```

Results
F_max   0.01070 Eh/bohr
⟨S²⟩   0.77
Frontier orbital gap (alpha / beta)   6.42 / 7.43 eV
HOMO (alpha / beta)   -6.774 / -8.378 eV
Energy above the lowest of the compared OMol25 structures with the same formula, charge and spin   0.0890 eV